[1]
The following is a DFT calculation (ωB97M-V/def2-TZVPD) of a 13-piece molecular cluster, C40H76ClF12N12O16S4 overall.

**ΔE to the lowest compared entry with this formula, charge and spin**: 381.5 kJ/mol
**Gap between HOMO and LUMO**: 4.76 eV
**Net charge**: +3
**Electronic energy**: -6680.97849 Eh

Each line ends with the Mulliken charge.
Positions of all 161 atoms, in Å:
C -5.0215 2.4188 5.4908  -1.21
C -3.8250 1.7546 4.8657  0.72
O -2.8009 1.5660 5.4609  -0.43
N -3.9395 1.5001 3.4098  0.28
H -4.2719 0.5466 3.1987  -0.22
H -4.6967 2.0792 3.0525  0.42
C -2.5504 1.6875 2.7358  -0.79
H -5.1007 3.4988 5.3528  0.34
H -5.0004 2.1291 6.5375  0.34
H -5.8818 2.0766 4.9073  0.39
H -2.1481 2.6291 3.1042  0.45
H -2.8350 1.8024 1.6930  0.21
H -1.8506 0.8987 2.9853  0.27
C -7.4121 0.4228 -0.9800  -1.14
C -6.9994 1.5632 -1.9071  0.67
O -7.5174 1.7959 -2.9385  -0.32
N -5.9118 2.5160 -1.4015  0.48
H -5.7952 2.5758 -0.3931  0.37
H -4.9556 2.2808 -1.7074  -0.17
C -6.2685 3.9217 -1.8880  -0.90
H -8.0540 0.7402 -0.1596  0.37
H -6.6476 -0.2754 -0.6341  0.18
H -7.9951 -0.1750 -1.6817  0.36
H -6.2987 4.0854 -2.9629  0.29
H -5.5241 4.5645 -1.4219  0.42
H -7.2819 4.1669 -1.5751  0.40
C -0.9306 4.3552 -3.8948  -0.31
C -1.4796 5.5061 -4.7070  0.19
O -0.8604 6.1849 -5.4574  -0.44
N -3.0028 5.6587 -4.7185  0.29
H -3.2079 5.7773 -5.7130  0.45
H -3.5520 4.7976 -4.5382  0.07
C -3.4987 6.7412 -3.7669  -0.82
H -1.6272 3.5367 -4.1006  -0.26
H -0.9918 4.5168 -2.8156  0.23
H 0.0927 4.1441 -4.1930  0.47
H -3.0530 6.6246 -2.7858  0.24
H -4.5853 6.7743 -3.7893  0.37
H -3.1801 7.6151 -4.3345  0.42
C 6.2669 0.1649 -2.4989  -0.73
C 6.8592 -1.0289 -3.0462  0.49
O 7.0528 -2.0802 -2.5211  -0.49
N 7.5654 -0.7604 -4.4140  -0.07
H 7.0765 -1.3090 -5.1206  0.38
H 7.6557 0.2311 -4.6157  0.39
C 8.9760 -1.3164 -4.4426  -0.83
H 6.5518 1.0805 -3.0148  0.30
H 6.3174 0.2437 -1.4149  0.35
H 5.1859 0.1019 -2.6851  0.21
H 9.1961 -1.8658 -5.3569  0.37
H 9.1783 -1.9228 -3.5648  0.29
H 9.7683 -0.5699 -4.5085  0.33
C 2.8181 -0.6958 -0.0773  -0.80
C 2.0985 -0.2602 -1.3592  -0.38
N 0.7115 0.0951 -1.1828  1.46
C 0.1394 1.1041 -1.8956  -0.85
C -1.1815 1.0140 -1.6481  -0.67
N -1.4427 -0.0919 -0.8596  1.29
C -0.2476 -0.6978 -0.6152  -1.06
C -2.7426 -0.6556 -0.5268  -0.36
H 3.8776 -0.5786 -0.3041  0.29
H 2.6981 -1.7764 0.0353  0.08
H 2.4986 -0.2161 0.8452  0.00
H 2.2299 -0.9139 -2.2234  0.35
H 2.6374 0.6350 -1.6656  0.26
H 0.6768 1.7621 -2.5615  0.53
H -2.0247 1.5325 -2.0816  -0.07
H -0.2365 -1.5638 0.0266  0.50
H -2.9173 -1.3492 -1.3553  0.50
H -3.4773 0.1318 -0.3978  0.07
H -2.7570 -1.4006 0.2670  -0.26
C -2.8286 -3.9131 2.0669  -0.48
C -2.2675 -3.2591 3.3382  -0.05
N -3.0053 -3.7852 4.4913  0.27
C -4.3278 -3.4251 4.7369  -0.38
C -4.7383 -4.1583 5.7998  -0.57
N -3.6928 -5.0223 6.1404  0.13
C -2.7430 -4.9064 5.1867  -0.11
C -3.6677 -6.0566 7.1419  -0.74
H -2.3610 -3.4374 1.2060  -0.26
H -3.9153 -3.8488 2.1194  0.45
H -2.6742 -4.9887 1.9657  0.41
H -2.4515 -2.1863 3.3487  -0.13
H -1.2651 -3.5754 3.6322  0.24
H -4.7549 -2.7127 4.0433  0.48
H -5.6393 -4.1153 6.3886  0.42
H -1.7473 -5.3214 5.2048  0.32
H -2.6973 -6.0740 7.6309  0.29
H -3.7965 -7.0583 6.7211  0.37
H -4.5904 -6.0190 7.7182  0.30
C 2.4807 2.8383 5.3173  -1.19
C 1.0184 2.9702 4.9216  -0.57
N 0.9155 3.3171 3.4948  0.41
C 0.8497 2.4592 2.4574  -0.98
C 0.6155 3.1633 1.3024  -0.54
N 0.4735 4.4763 1.6594  0.37
C 0.6698 4.5697 2.9939  -0.44
C 0.2487 5.6823 0.8254  -0.92
H 3.1178 2.1984 4.6991  0.32
H 2.7870 2.3699 6.2551  0.42
H 2.9757 3.8103 5.3029  0.34
H 0.4410 3.6072 5.5889  0.41
H 0.5137 2.0109 5.0546  0.27
H 1.0064 1.4004 2.5839  0.79
H 0.4131 2.8442 0.2914  0.82
H 0.4417 5.4257 3.6078  0.48
H -0.7874 5.6772 0.4983  0.33
H 0.9293 5.5051 -0.0096  0.32
H 0.5807 6.6003 1.3009  0.37
C 5.6169 -4.0893 -0.5158  -1.53
C 4.8316 -4.7847 0.5672  -0.13
N 5.6770 -5.3741 1.5681  0.22
C 6.9985 -5.7750 1.3443  -0.36
C 7.4307 -6.1827 2.5747  -0.38
N 6.4579 -6.0229 3.5444  0.12
C 5.3674 -5.5396 2.8871  -0.20
C 6.5804 -6.2817 4.9875  -0.82
H 4.9712 -3.3626 -1.0112  0.39
H 5.9393 -4.7290 -1.3363  0.43
H 6.4111 -3.4604 -0.1125  0.49
H 4.1906 -5.5895 0.2052  0.31
H 4.2236 -3.9856 0.9923  0.18
H 7.6300 -5.5510 0.5022  0.43
H 8.4208 -6.5185 2.8393  0.43
H 4.4893 -5.0541 3.2793  0.40
H 6.9620 -5.4010 5.5019  0.32
H 7.3235 -7.0369 5.2386  0.34
H 5.5926 -6.6271 5.2792  0.35
Cl -5.3133 -1.1155 1.6849  -0.69
C -0.6243 -1.3094 -4.6440  0.47
F -1.8562 -0.7796 -4.7365  -0.09
F -0.1805 -1.2904 -3.3945  -0.29
F -0.7361 -2.5524 -5.1069  -0.22
S 0.5996 -0.2229 -5.6810  1.05
O 1.8634 -0.8266 -5.3525  -0.65
O 0.1932 -0.3243 -7.0712  -0.68
O 0.4572 1.1174 -5.0759  -0.54
C 4.5251 4.9759 -0.4718  0.42
F 4.0499 5.9450 -1.2583  -0.22
F 5.8504 5.2392 -0.5343  -0.22
F 4.0190 4.9841 0.7587  -0.18
S 4.1665 3.3414 -1.2351  1.35
O 4.5496 3.5101 -2.6469  -0.74
O 4.9575 2.2866 -0.6391  -0.73
O 2.7351 3.1610 -0.9630  -0.55
C 0.9196 -4.2983 -1.0830  0.54
F 1.5980 -5.4689 -1.1219  -0.27
F 1.0853 -3.8501 0.1716  -0.23
F 1.3469 -3.4263 -1.9922  -0.17
S -0.9377 -4.7384 -1.4690  0.95
O -1.5948 -3.4330 -1.3889  -0.48
O -0.8683 -5.3378 -2.7784  -0.63
O -1.3890 -5.6750 -0.4740  -0.64
C -5.0164 0.9768 -5.8019  0.46
F -6.2437 1.1029 -5.3245  -0.17
F -4.5019 -0.2285 -5.6771  -0.12
F -5.0180 1.3963 -7.0639  -0.20
S -3.8670 2.0993 -4.8071  1.27
O -4.5139 3.4035 -4.9384  -0.89
O -3.9126 1.5814 -3.4410  -0.81
O -2.5327 2.0137 -5.3503  -0.59

[2]
The following is a DFT calculation (ωB97M-V/def2-TZVPD) of a 8-piece molecular cluster, C40H76F12O20 overall.

**ΔE to the lowest compared entry with this formula, charge and spin**: 638.6 kJ/mol
**Gap between HOMO and LUMO**: 9.26 eV
**Electronic energy**: -4272.47623 Eh

Each line ends with the Mulliken charge.
Positions of all 148 atoms, in Å:
C -1.3199 -2.0150 0.5177  -1.09
C -1.0308 -0.5653 1.0057  1.60
O -2.2300 0.0250 1.6547  -0.17
C -3.0006 0.9855 1.0660  0.47
O -2.8656 1.4259 -0.0833  -0.59
C -4.2437 1.2152 1.9848  0.52
F -4.6217 0.1690 2.6616  -0.22
F -3.9549 2.1578 2.8767  -0.23
F -5.1889 1.7550 1.2630  -0.24
H -1.3045 -2.1438 -0.5646  0.43
H -2.3378 -2.3703 0.6782  0.41
H -0.7138 -2.7372 1.0648  0.18
H -0.5370 0.1106 0.3075  0.11
H -0.3328 -0.5736 1.8429  -1.19
C -5.0679 -4.5926 -6.4611  -1.33
C -5.5287 -4.6538 -5.0307  0.11
O -5.6097 -3.4026 -4.3482  -0.30
C -4.4413 -2.9575 -3.7353  0.33
O -3.3220 -3.4260 -3.9436  -0.53
C -4.6093 -1.7025 -2.8029  0.77
F -5.9628 -1.5320 -2.5567  -0.27
F -3.9275 -1.8305 -1.6443  -0.17
F -4.1178 -0.6528 -3.4343  -0.16
H -5.1411 -5.4495 -7.1306  0.38
H -4.1208 -4.0531 -6.4729  0.30
H -5.7033 -3.8342 -6.9183  0.34
H -4.8108 -5.2228 -4.4399  0.13
H -6.4424 -5.2437 -5.1032  0.42
C 3.5630 4.9674 -0.3906  -0.92
C 3.8054 3.8377 0.6090  -0.18
O 3.9174 2.5285 -0.0524  -0.29
C 3.6076 1.3618 0.6124  0.23
O 3.5318 1.2634 1.8216  -0.58
C 3.4766 0.2034 -0.3192  0.92
F 2.2379 0.2588 -0.7457  -0.19
F 4.3618 0.2331 -1.3334  -0.26
F 3.5857 -0.8767 0.3556  -0.20
H 4.2766 4.8518 -1.2064  0.50
H 3.6738 5.9078 0.1494  0.18
H 2.6015 4.9268 -0.9023  0.07
H 3.0767 3.8604 1.4194  0.23
H 4.8002 4.0064 1.0213  0.37
C -2.9864 -5.4619 0.5957  -0.76
C -3.1969 -6.9578 0.4493  -0.46
O -3.7805 -7.3348 -0.7761  -0.29
C -5.1764 -7.4001 -1.0530  0.36
O -6.0128 -7.1739 -0.1386  -0.54
C -5.7050 -7.7149 -2.4799  0.84
F -4.6676 -8.1594 -3.3060  -0.26
F -6.6785 -8.7103 -2.4547  -0.23
F -6.1458 -6.5638 -2.9674  -0.23
H -2.1369 -5.3433 -0.0770  0.16
H -2.6982 -5.1738 1.6066  0.29
H -3.8865 -4.9603 0.2403  0.45
H -3.8400 -7.3920 1.2148  0.36
H -2.2377 -7.4681 0.5366  0.30
C -1.9910 -0.1791 4.9408  -0.88
O -0.7549 -0.6922 4.3680  -0.19
C 0.3530 0.0116 4.7601  0.09
C 1.5473 -0.5206 4.0018  0.11
O 2.2427 -1.6428 4.6616  -0.44
C 3.4822 -1.8776 3.9256  0.05
C 4.3731 -3.0261 4.4470  -0.77
O 3.6797 -4.2367 4.3518  -0.25
C 4.4944 -5.3959 4.7503  -0.87
H -2.0196 0.8970 5.1124  0.35
H -2.0353 -0.6151 5.9388  0.36
H -2.8660 -0.3806 4.3228  0.16
H 0.4911 -0.0528 5.8394  0.51
H 0.1654 1.0708 4.5840  -0.29
H 2.1867 0.3621 4.0105  0.20
H 1.2916 -0.7096 2.9592  -0.12
H 4.1502 -1.0236 4.0380  0.27
H 3.3481 -1.9359 2.8454  0.04
H 4.9108 -2.8893 5.3852  0.42
H 5.1570 -3.1132 3.6947  0.35
H 4.2587 -6.3146 4.2132  0.27
H 4.4788 -5.4083 5.8401  0.32
H 5.5491 -5.3652 4.4771  0.34
C 0.2498 3.4976 3.0702  -0.68
O -0.2958 4.1512 2.0448  0.11
C -1.3317 5.0377 2.5227  -0.50
C -0.8724 6.2366 3.4070  -0.88
O 0.1365 7.0937 2.8438  -0.43
C 1.3976 6.6102 3.0424  0.16
C 2.3871 7.7020 2.6749  -1.20
O 2.5019 8.0562 1.3575  -0.06
C 3.3615 9.0834 0.9605  -0.91
H 0.9932 2.7492 2.7956  0.07
H -0.5013 3.1503 3.7796  0.24
H 0.8020 4.1999 3.6947  0.19
H -2.1836 4.4957 2.9334  0.32
H -1.7733 5.5864 1.6908  0.46
H -0.5825 6.0340 4.4380  0.38
H -1.7356 6.8416 3.6842  0.50
H 1.6118 5.8842 2.2582  -0.04
H 1.5725 6.2998 4.0726  0.47
H 3.3312 7.6098 3.2119  0.49
H 2.0384 8.6574 3.0668  0.43
H 4.4159 8.8679 1.1336  0.37
H 3.2121 9.9580 1.5936  0.31
H 3.2645 9.2115 -0.1176  0.25
C 0.6320 -5.4032 1.6470  -0.69
O 0.4100 -5.0294 0.2435  -0.13
C 1.6864 -4.6296 -0.3665  -0.20
C 1.4050 -3.9794 -1.7116  0.01
O 2.6043 -3.5531 -2.3824  -0.41
C 2.3101 -2.9402 -3.6574  0.43
C 3.6382 -2.4599 -4.1953  -0.57
O 3.3980 -1.1630 -4.6862  -0.27
C 4.5442 -0.3849 -4.7387  -0.78
H 0.8454 -4.5575 2.3007  0.27
H 1.2572 -6.2944 1.7003  0.31
H -0.3936 -5.6397 1.9307  0.17
H 2.3865 -5.4637 -0.3206  0.39
H 2.0717 -3.8478 0.2880  0.07
H 1.0213 -2.9793 -1.5102  -0.31
H 0.5795 -4.4279 -2.2643  0.37
H 1.6374 -2.0951 -3.5109  -0.38
H 1.8659 -3.5969 -4.4053  0.31
H 4.0210 -3.0130 -5.0529  0.26
H 4.3541 -2.4164 -3.3745  0.45
H 4.7174 0.0796 -3.7680  0.21
H 4.6201 0.2595 -5.6145  0.29
H 5.4399 -0.9534 -4.9889  0.38
C 0.2733 0.2955 -3.3503  -0.88
O -0.8588 1.1460 -3.1549  0.19
C -1.1652 1.9023 -4.3241  -0.69
C -2.1345 3.0109 -3.8978  -0.55
O -1.4078 4.0543 -3.2416  -0.44
C -0.5525 3.6660 -2.2114  -0.18
C -0.4243 4.7938 -1.2052  0.85
O -0.3358 6.1041 -1.7990  -0.49
C 0.2539 7.1810 -0.8980  -0.44
H 1.1217 0.9469 -3.5597  0.37
H 0.1009 -0.3715 -4.1950  0.36
H 0.4321 -0.2613 -2.4267  -0.09
H -1.6312 1.2980 -5.1024  0.47
H -0.2868 2.3846 -4.7530  0.41
H -2.9040 2.6283 -3.2272  0.18
H -2.6351 3.4699 -4.7503  0.39
H 0.2744 3.2353 -2.7761  0.06
H -1.2125 2.9366 -1.7419  0.16
H 0.5112 4.6054 -0.6785  -0.30
H -1.1023 4.6444 -0.3649  -0.15
H 0.4507 8.0420 -1.5367  0.35
H 1.2482 6.8941 -0.5557  0.04
H -0.4400 7.5040 -0.1219  0.24

[3]
The following is a DFT calculation (ωB97M-V/def2-TZVPD) of a 8-piece molecular cluster, C40H78N8O6 overall.

**Gap between HOMO and LUMO**: 5.76 eV
**Net charge**: +2
**Electronic energy**: -2459.81086 Eh

Each line ends with the Mulliken charge.
Positions of all 132 atoms, in Å:
C -13.2138 16.9551 -0.3630  -0.94
C -14.0563 15.8086 0.1862  -0.57
N -13.7976 15.5212 1.5809  0.22
C -12.6508 15.0337 2.1685  -0.94
C -12.8615 15.0781 3.5053  -0.39
N -14.1094 15.6065 3.7363  0.45
C -14.6796 15.7823 2.5341  -0.22
C -14.8779 15.6589 4.9587  -0.88
H -12.1989 16.6652 -0.6491  0.34
H -13.1417 17.7755 0.3488  0.16
H -13.6079 17.2948 -1.3211  0.38
H -13.9507 14.9239 -0.4452  0.38
H -15.1199 16.0303 0.1039  0.37
H -11.7825 14.7495 1.6028  0.46
H -12.2939 14.7923 4.3804  0.66
H -15.6371 16.2702 2.4488  0.36
H -14.8852 16.6228 5.4618  0.17
H -14.3831 14.9532 5.6337  0.39
H -15.8938 15.2981 4.8233  0.43
C -16.6134 17.7003 16.2288  -1.00
C -16.9885 17.1077 14.8892  -0.62
N -16.5053 17.9494 13.7954  0.18
C -15.1908 17.9908 13.3514  -0.74
C -15.1838 18.8926 12.3586  -0.89
N -16.3754 19.5335 12.2913  0.29
C -17.2055 18.8950 13.1438  -0.04
C -16.7694 20.7451 11.5880  -0.59
H -15.5641 17.9789 16.3260  0.32
H -16.7134 16.9525 17.0215  0.38
H -17.2789 18.5003 16.5508  0.32
H -18.0623 16.9836 14.7518  0.34
H -16.5746 16.1083 14.7562  0.36
H -14.4725 17.3072 13.7668  0.58
H -14.3643 19.3023 11.7822  0.89
H -18.2265 19.0341 13.4617  0.40
H -17.6142 21.1900 12.1069  0.34
H -17.1101 20.5083 10.5799  0.28
H -15.9570 21.4561 11.4777  0.19
C -14.2684 27.8195 12.4564  -1.03
C -13.1200 27.5921 11.4721  -0.49
N -12.9433 26.1583 11.1904  0.12
C -13.4091 25.5291 10.0513  -0.56
C -13.1088 24.2101 10.2366  -0.29
N -12.6802 24.0277 11.5044  0.22
C -12.5028 25.2364 12.0589  -0.09
C -12.1832 22.7254 12.0057  -0.78
H -14.8982 28.7047 12.4096  0.35
H -13.9148 27.7800 13.4924  0.34
H -14.9787 26.9862 12.5101  0.33
H -12.1960 27.9169 11.9437  0.34
H -13.2766 28.1025 10.5275  0.32
H -13.8058 26.1492 9.2680  0.41
H -13.2507 23.3015 9.6601  0.41
H -12.0318 25.4243 13.0085  0.44
H -12.3504 22.7095 13.0777  0.38
H -11.1550 22.6421 11.6668  0.38
H -12.7868 21.9599 11.5189  0.14
C -15.7585 26.4139 3.0115  -1.41
C -15.1177 25.7928 4.2379  -0.11
C -14.3846 24.4791 3.8693  -1.02
N -13.7524 23.8031 5.0456  0.73
C -14.8297 23.1438 5.8744  -1.08
C -12.7900 22.7610 4.4923  -0.48
C -11.5375 22.6933 5.3986  -0.26
C -11.7801 23.7343 6.4922  -0.17
C -12.8729 24.6907 5.9075  -0.76
H -15.0425 26.5985 2.2079  0.35
H -16.3225 27.3316 3.1663  0.39
H -16.4890 25.7227 2.5812  0.35
H -15.8777 25.5477 4.9895  0.27
H -14.4604 26.4908 4.7602  0.28
H -13.6047 24.9014 3.2308  0.42
H -14.9871 23.8120 3.2593  0.50
H -15.5523 22.7204 5.1823  0.29
H -15.2372 23.9585 6.4682  0.41
H -14.4468 22.3535 6.5180  0.37
H -13.3188 21.8132 4.4887  0.05
H -12.4923 23.0752 3.4977  0.33
H -11.5772 21.6759 5.7795  -0.01
H -10.6318 22.9494 4.8597  0.49
H -12.1333 23.2606 7.4048  -0.27
H -10.9493 24.4357 6.4480  0.50
H -13.4146 25.4090 6.5101  0.40
H -12.3194 25.1647 5.0916  0.37
C -14.5519 16.3032 10.0538  -1.22
C -13.2239 16.0252 10.7263  0.23
C -12.0840 16.8075 10.0597  0.24
N -10.6976 16.5376 10.6348  0.18
C -10.3390 15.0840 10.4917  -0.94
C -10.5506 17.0703 12.0709  -0.62
C -10.2859 18.5637 11.9168  -0.38
C -9.8361 18.8372 10.4694  -0.41
C -9.7190 17.4389 9.8948  -0.14
H -14.8148 17.3624 10.0635  0.12
H -15.3794 15.7962 10.5540  0.44
H -14.5062 15.9421 9.0265  0.32
H -12.9685 14.9672 10.7500  0.28
H -13.1922 16.3828 11.7624  -0.21
H -12.2030 17.8818 10.2255  0.18
H -12.0281 16.6596 8.9795  -0.54
H -10.9593 14.4968 11.1566  0.41
H -9.2901 15.0004 10.7729  0.48
H -10.4248 14.8806 9.4209  0.24
H -9.6355 16.5949 12.4131  0.40
H -11.4757 16.8105 12.5695  0.31
H -9.4622 18.8485 12.5734  0.47
H -11.1066 19.2169 12.2181  0.09
H -8.8624 19.3190 10.5083  0.50
H -10.5392 19.4847 9.9482  0.00
H -8.7644 16.9692 10.1303  0.52
H -9.9050 17.4335 8.8224  -0.03
C -13.4557 19.1650 7.1195  -0.54
C -13.4172 20.0828 8.3423  0.59
O -14.2958 19.8434 9.2164  -0.79
O -12.4762 20.9103 8.4294  -0.76
H -13.8959 18.1818 7.3285  0.10
H -12.5506 18.8629 6.5914  -0.08
H -14.1698 19.5104 6.3613  0.47
C -10.7525 16.4102 6.2843  -0.03
C -11.0836 15.0154 6.7327  0.83
O -10.1344 14.2085 6.9016  -0.83
O -12.3036 14.7428 6.9399  -0.67
H -11.1159 16.5010 5.2569  0.29
H -9.6733 16.5720 6.2927  0.26
H -11.1957 17.2206 6.8704  -0.58
C -12.7362 18.9243 3.3138  0.38
C -14.0039 19.4841 2.6410  0.51
O -15.0208 18.7409 2.6599  -0.70
O -13.9606 20.6602 2.2126  -0.79
H -12.3960 19.5513 4.1366  -0.10
H -11.9867 18.7915 2.5278  0.46
H -12.9150 17.9131 3.6827  -0.60

Max |F| list, top to bottom, in eV/A: 3.740, 6.354, 2.799
E_HOMO list, top to bottom, in eV: -11.707, -8.747, -10.226